Density functional theory data (wB97M-V/def2-TZVPD) for an isolated ion of composition C4H9N and charge -1 at a distorted geometry.

Each line ends with the Löwdin charge.
Atoms and positions in Å:
N (-1.152, 1.087, -0.252)  -0.133
C (-0.063, 0.295, 0.389)  -0.663
C (-0.158, -1.823, -1.042)  -0.156
C (0.688, -0.753, -0.309)  -0.229
C (0.737, 1.280, 1.241)  -0.142
H (-1.041, -0.141, 0.766)  0.097
H (0.385, -2.518, -1.680)  0.034
H (1.118, 0.878, 2.190)  0.051
H (-0.931, -2.277, -0.436)  0.043
H (-0.029, 1.973, 1.601)  0.037
H (1.332, 1.913, 0.585)  0.055
H (-1.332, 0.871, -1.234)  -0.084
H (1.731, -0.764, 0.016)  0.045
H (-0.320, -0.872, -1.607)  0.047

Forces on atoms 1 to 2 (eV/Å):
-0.6 1.5 -0.9
-0.4 -0.5 -1.1

Output
total charge	-1
HOMO level (alpha / beta)	-1.12 / -0.85	eV
⟨S²⟩	0.7641
HOMO-LUMO gap (alpha / beta)	5.723 / 5.338	eV
energy	-212.36277	Ha
spin multiplicity	2
molecular weight	71.12	g mol⁻¹